DFT (wB97M-V/def2-TZVPD) results for 6 unconnected molecules or ions with the total composition C2H8Cl8O4 in a non-equilibrium geometry.

Last column: Mulliken charge in e.
Geometry (Å):
Cl1 0.60 -15.06 3.55  -0.103
C1 0.88 -13.55 4.41  0.308
Cl2 2.24 -12.60 3.75  0.003
Cl3 -0.50 -12.47 4.21  -0.113
Cl4 0.95 -13.92 6.16  -0.094
Cl5 3.57 -9.81 1.24  -0.081
C2 2.13 -8.85 1.63  0.326
Cl6 1.62 -7.82 0.22  -0.101
Cl7 0.83 -9.98 1.79  -0.050
Cl8 2.35 -7.85 3.16  -0.096
O1 7.93 -14.23 1.89  -0.623
H1 8.66 -13.63 1.78  0.301
H2 7.19 -13.67 2.12  0.338
O2 5.19 -12.90 5.76  -0.632
H3 5.64 -12.88 4.92  0.377
H4 4.49 -12.24 5.68  0.288
O3 5.49 -12.39 3.18  -0.615
H5 4.93 -13.16 3.06  0.346
H6 5.20 -11.77 2.50  0.230
O4 4.75 -15.02 2.13  -0.605
H7 4.11 -15.68 2.38  0.275
H8 4.56 -14.84 1.21  0.320

Summary:
- HOMO: -10.7145 eV
- SMILES string: ClC(Cl)(Cl)Cl.ClC(Cl)(Cl)Cl.O.O.O.O
- Molar mass: 379.71 g mol⁻¹

---

DFT (wB97M-V/def2-TZVPD) results for C4H8ClN in the gas phase in a non-equilibrium geometry.

Last column: Mulliken charge in e.
Geometry (Å):
C1 -1.07 -1.05 1.09  -1.111
C2 -0.19 -0.36 -0.04  0.345
C3 -0.10 -0.65 -1.35  -0.279
Cl1 -0.98 -1.98 -2.19  -0.219
C4 0.30 1.06 0.40  -0.542
N1 1.23 1.38 -0.58  -0.612
H1 -1.68 -1.84 0.55  0.294
H2 -1.39 -0.26 1.75  0.361
H3 -0.42 -1.77 1.75  0.246
H4 0.61 0.00 -1.94  0.384
H5 0.75 0.86 1.28  0.408
H6 -0.63 1.78 0.31  0.275
H7 1.92 0.65 -0.87  0.219
H8 1.63 2.18 -0.17  0.232

Summary:
- HOMO: -9.0896 eV
- Energy above the lowest of the compared OMol25 structures with the same formula, charge and spin: 177.81 kJ/mol
- SMILES string: C/C(=C\Cl)CN
- Molar mass: 105.57 g mol⁻¹

---

DFT (wB97M-V/def2-TZVPD) results for a molecular structure, C28H33N7O8SV in a non-equilibrium geometry.

Last column: Löwdin spin population.
Geometry (Å):
V1 -1.14 -0.56 -0.28  2.760
O1 -2.39 0.33 1.03  0.016
C1 -3.14 1.35 1.21  0.023
C2 -3.02 2.52 0.44  0.004
C3 -3.92 3.59 0.37  0.006
C4 -3.86 4.58 -0.63  0.002
C5 -2.86 4.38 -1.65  0.003
C6 -1.86 3.40 -1.50  0.001
C7 -1.80 2.45 -0.42  0.009
O2 -0.82 1.60 -0.23  0.027
N1 -4.64 5.80 -0.50  0.000
O3 -4.58 6.66 -1.42  0.001
O4 -5.36 5.94 0.52  0.000
H1 -3.86 1.36 2.03  0.001
H2 -4.72 3.63 1.12  0.000
H3 -2.82 4.96 -2.56  0.000
H4 -1.10 3.26 -2.26  0.000
C8 -2.26 -4.10 2.42  0.001
C9 -1.56 -3.56 1.22  0.007
O5 -1.30 -2.29 1.13  0.021
N2 -1.20 -4.49 0.35  0.004
C10 -0.39 -4.24 -0.80  0.001
C11 -1.19 -3.57 -1.84  0.005
C12 -1.02 -3.98 -3.17  0.001
C13 -1.88 -3.50 -4.15  0.004
C14 -2.96 -2.76 -3.73  0.001
C15 -3.02 -2.29 -2.41  0.009
N3 -2.08 -2.60 -1.50  0.015
H5 -2.80 -3.32 2.96  0.000
H6 -1.55 -4.56 3.15  0.000
H7 -2.96 -4.86 2.01  0.000
H8 -1.54 -5.44 0.50  0.000
H9 -0.13 -5.22 -1.22  0.000
H10 0.52 -3.74 -0.47  0.000
H11 -0.27 -4.72 -3.44  0.000
H12 -1.72 -3.77 -5.20  0.000
H13 -3.77 -2.51 -4.42  0.000
H14 -3.80 -1.60 -2.09  0.003
C16 1.38 -2.22 3.38  0.000
N4 2.39 -2.00 4.45  0.000
C17 3.74 -1.92 3.80  0.000
N5 3.83 -0.86 2.77  0.000
C18 2.78 -1.15 1.76  0.000
N6 1.42 -1.18 2.34  0.004
C19 1.14 0.11 3.01  0.001
N7 2.15 0.42 4.07  0.000
C20 2.08 -0.69 5.05  0.000
C21 3.47 0.43 3.42  0.000
H15 0.42 -2.21 3.87  0.000
H16 1.65 -3.19 2.95  0.000
H17 4.00 -2.89 3.35  0.000
H18 4.45 -1.72 4.61  0.000
H19 3.00 -2.09 1.27  0.000
H20 2.82 -0.37 1.00  0.000
H21 0.15 0.04 3.49  0.000
H22 1.15 0.92 2.30  0.001
H23 1.11 -0.69 5.54  0.000
H24 2.85 -0.46 5.81  0.000
H25 4.24 0.69 4.15  0.000
H26 3.49 1.17 2.63  0.000
C22 3.10 5.02 -3.24  0.000
C23 2.44 3.68 -3.02  0.000
C24 1.73 3.00 -4.00  0.000
C25 1.34 1.68 -3.80  0.001
C26 1.45 1.14 -2.52  0.001
C27 2.22 1.76 -1.54  0.001
C28 2.69 3.04 -1.80  0.000
S1 0.72 -0.49 -2.23  0.008
O6 1.14 -1.36 -3.31  0.000
O7 -0.80 -0.26 -2.22  0.035
O8 1.11 -0.98 -0.84  0.021
H27 2.48 5.66 -3.90  0.000
H28 4.12 4.92 -3.73  0.000
H29 3.28 5.54 -2.28  0.000
H30 1.54 3.48 -4.93  0.000
H31 0.89 1.06 -4.59  0.000
H32 2.38 1.28 -0.59  0.000
H33 3.22 3.56 -1.01  0.000

Summary:
- HOMO (spin up / spin down): -7.1611 / -8.3643 eV
- Energy above the lowest of the compared OMol25 structures with the same formula, charge and spin: 203.27 kJ/mol
- Multiplicity: 4
- Molar mass: 678.62 g mol⁻¹